1.
The following is a DFT calculation (ωB97M-V with the def2-TZVPD basis set) of C4H2O5Tb as an isolated structure.

Each line ends with the Mulliken charge.
Element x y z (Å)
1 Tb 0.05303 0.15860 -0.10711  2.128
2 O 0.11815 0.15666 3.48728  0.124
3 C 0.16400 0.17720 2.32746  0.113
4 C 0.23753 -1.94043 -1.27635  0.079
5 O 0.22499 -2.97143 -1.81745  0.128
6 C 0.34171 2.23415 -1.31710  -0.043
7 O 0.52308 3.22425 -1.89292  0.144
8 C 2.41655 -0.01398 0.05134  -0.034
9 O 3.56311 -0.05733 0.10263  0.150
10 O -2.19701 -0.46855 0.22594  -0.637
11 H -2.72567 0.13346 0.81208  0.424
12 H -2.71947 -0.63258 -0.59580  0.423

Values from the calculation:
- Multiplicity: 7
- E_tot: -36815.10320 eV
- Gap between HOMO and LUMO (alpha / beta): 10.215 / 11.768 eV
- ΔE to the lowest compared entry with this formula, charge and spin: 0.00 kJ/mol
- E_LUMO (alpha / beta): -16.8 / -15.3 eV
- <S²>: 12.049
- HOMO level (alpha / beta): -26.97 / -27.03 eV
- Charge: +3
- Max |F|: 8.24 eV/A

---

2.
The following is a DFT calculation (ωB97M-V with the def2-TZVPD basis set) of one molecule with the formula H4NOPS2.

Each line ends with the Mulliken charge.
Element x y z (Å)
1 N 0.31665 -0.38074 0.89001  -0.559
2 P -0.96134 0.14741 -0.12244  0.740
3 O -0.42261 -0.38514 -1.56526  -0.453
4 S -2.86532 -0.29158 0.18452  -0.391
5 S -0.48198 2.20469 -0.02774  -0.288
6 H 0.57987 0.26560 1.64766  0.230
7 H 0.34303 -1.33260 1.11279  0.224
8 H -1.11046 -0.93601 -1.92281  0.322
9 H 0.82595 1.89056 0.34894  0.174

Values from the calculation:
- E_tot: -34563.79024 eV
- Gap between HOMO and LUMO: 9.688 eV
- ΔE to the lowest compared entry with this formula, charge and spin: 0.00 kJ/mol
- E_LUMO: 0.5 eV
- Structure (SMILES): N[P@@](O)(=S)S
- HOMO level: -9.21 eV
- Charge: 0
- Max |F|: 2.50 eV/A

---

3.
The following is a DFT calculation (ωB97M-V with the def2-TZVPD basis set) of a 3-piece molecular cluster, C2H8IN4O2 overall.

Each line ends with the Mulliken charge.
Element x y z (Å)
1 I 2.89485 0.52243 1.90550  -0.716
2 C 0.72976 0.17937 -2.24305  0.581
3 O 0.95271 1.35628 -2.47334  -0.645
4 N 0.14230 -0.61923 -3.21627  -0.452
5 N 1.01748 -0.45285 -1.08256  -0.150
6 H -0.38771 -0.10277 -3.89419  0.227
7 H -0.20736 -1.53516 -2.99302  0.185
8 H 0.64330 -1.37004 -0.91627  0.152
9 H 1.49019 -0.00744 -0.30064  -0.019
10 C -1.44810 0.29641 1.87789  0.616
11 O -2.66901 0.41664 1.93571  -0.714
12 N -0.80000 -0.89166 2.05882  -0.311
13 N -0.61005 1.33286 1.61812  -0.214
14 H 0.18339 -0.86285 2.29437  0.149
15 H -1.34830 -1.67503 2.35750  0.210
16 H 0.38488 1.14855 1.52109  -0.056
17 H -0.96834 2.26450 1.55036  0.154

Values from the calculation:
- E_tot: -20365.24293 eV
- Gap between HOMO and LUMO: 7.755 eV
- ΔE to the lowest compared entry with this formula, charge and spin: 21.06 kJ/mol
- E_LUMO: 3.3 eV
- HOMO level: -4.48 eV
- Charge: -1
- Max |F|: 0.85 eV/A

---

4.
The following is a DFT calculation (ωB97M-V with the def2-TZVPD basis set) of a 6-piece molecular cluster, C5H24NO5 overall.

Each line ends with the Mulliken charge.
Element x y z (Å)
1 C -1.45200 -1.88829 -1.03847  -1.626
2 C -0.33777 -1.01871 -0.55382  1.287
3 C 0.27728 -0.25756 -1.76227  -1.038
4 C 1.40891 0.76721 -1.43037  -0.126
5 C 0.88091 2.19234 -1.61771  -1.240
6 N 0.69512 -1.94321 0.12958  -0.013
7 H -1.94867 -2.43698 -0.26411  0.449
8 H -2.23227 -1.23643 -1.47384  0.370
9 H -1.16474 -2.65386 -1.83801  0.357
10 H -0.66917 -0.26699 0.12101  -0.604
11 H -0.59964 0.30377 -2.29987  0.427
12 H 0.59468 -0.89882 -2.63043  0.365
13 H 2.44813 0.58509 -1.89486  0.432
14 H 1.85947 0.73989 -0.44245  0.075
15 H 1.64952 2.89672 -1.27951  0.427
16 H -0.10580 2.26482 -1.23580  0.158
17 H 0.79404 2.35757 -2.73795  0.322
18 H 0.39649 -2.26159 1.10643  0.320
19 H 0.81895 -2.80831 -0.48292  0.454
20 H 1.61849 -1.45907 0.19410  0.237
21 H -0.06769 -1.53250 2.90166  0.337
22 H -0.72234 -2.89404 2.91691  0.324
23 O -0.00400 -2.44214 2.51141  -0.628
24 H 2.46848 -0.14635 1.65993  0.269
25 H 3.82163 -0.37126 1.13393  0.322
26 O 2.94383 -0.81254 1.11798  -0.662
27 H -1.33469 2.73210 1.98486  0.304
28 H -1.98252 2.01790 0.79997  0.268
29 O -1.49264 1.91306 1.51132  -0.624
30 H -3.51086 1.74260 -0.65370  0.278
31 H -2.80479 2.87433 -1.43570  0.278
32 O -2.70980 2.25882 -0.71937  -0.624
33 H -0.35970 0.66294 1.93625  0.484
34 H 0.44951 0.70113 3.35753  0.279
35 O 0.37366 0.31836 2.40829  -0.637

Values from the calculation:
- E_tot: -17296.00900 eV
- Gap between HOMO and LUMO: 11.249 eV
- ΔE to the lowest compared entry with this formula, charge and spin: 62.92 kJ/mol
- E_LUMO: -2.5 eV
- HOMO level: -13.76 eV
- Charge: +1
- Max |F|: 7.41 eV/A

---

5.
The following is a DFT calculation (ωB97M-V with the def2-TZVPD basis set) of C4H7BiO2 as an isolated structure.

Each line ends with the Mulliken charge.
Element x y z (Å)
1 O 1.81190 -0.77328 0.51502  -0.373
2 C 0.77158 -0.95088 1.18564  0.169
3 C -0.54774 -0.69140 0.67238  -0.408
4 H -1.30251 -0.67901 1.46979  0.305
5 H 0.87915 -1.09909 2.27611  0.367
6 H -0.80526 -1.37160 -0.14779  0.313
7 Bi 3.72038 -0.14428 0.74059  0.535
8 C -0.41089 0.96506 -1.42411  -0.250
9 C -0.55029 0.88745 0.05149  -0.542
10 O -1.08793 -0.10812 -2.11422  -0.460
11 H 0.65215 0.92157 -1.72684  0.234
12 H -1.47418 1.38719 0.38346  0.363
13 H 0.20508 1.39925 0.66462  0.405
14 H -1.86143 0.25713 -2.54613  0.341

Values from the calculation:
- Multiplicity: 2
- E_tot: -14184.74962 eV
- Gap between HOMO and LUMO (alpha / beta): 7.439 / 6.789 eV
- ΔE to the lowest compared entry with this formula, charge and spin: 62.11 kJ/mol
- E_LUMO (alpha / beta): -5.2 / -5.8 eV
- <S²>: 1.750
- HOMO level (alpha / beta): -12.64 / -12.55 eV
- Charge: +1
- Max |F|: 3.54 eV/A

---

6.
The following is a DFT calculation (ωB97M-V with the def2-TZVPD basis set) of C39H32FeN8O7S2Se as an isolated structure.

Each line ends with the Mulliken charge.
Element x y z (Å)
1 Fe 0.72676 -0.10418 -0.08089  0.138
2 N 3.48764 -2.05846 2.41494  -0.484
3 C 2.57870 -1.15375 1.94894  0.458
4 S 3.04700 -0.23518 0.52240  -0.547
5 N 1.47655 -1.00225 2.62750  -1.229
6 N 0.67253 -0.06328 2.00078  1.255
7 C -0.16281 0.58746 2.71328  -0.574
8 C -0.92548 1.71486 2.20750  0.788
9 C -1.80805 2.35870 3.08668  -0.667
10 C -2.45417 3.52497 2.73955  -0.870
11 C -2.18180 4.09430 1.49070  -0.241
12 C -1.31967 3.48323 0.60881  -0.425
13 C -0.70159 2.25854 0.92363  0.281
14 O 0.05125 1.67603 0.01271  -0.774
15 H 4.15931 -2.38103 1.74062  0.263
16 H 3.10876 -2.76150 3.03019  0.257
17 H -0.24215 0.32955 3.76959  0.307
18 H -1.96404 1.92082 4.06691  0.388
19 H -3.13252 4.00850 3.43007  0.465
20 H -2.65786 5.02818 1.21140  0.409
21 H -1.11379 3.90991 -0.36460  0.419
22 O -1.31604 -1.02479 0.02294  0.239
23 C -1.43252 -2.45289 -0.04390  2.674
24 C 0.00885 -2.97781 0.12586  -0.247
25 O 0.19504 -4.14079 0.42847  -0.710
26 O 0.91249 -2.10244 -0.13869  -0.281
27 C -1.89258 -2.90404 -1.42725  -0.686
28 C -2.06312 -2.00809 -2.47294  0.420
29 C -2.45298 -2.45327 -3.73202  -1.234
30 C -2.66422 -3.80263 -3.95519  -0.622
31 C -2.48088 -4.70745 -2.91397  -0.830
32 C -2.09730 -4.26417 -1.66064  -0.080
33 C -2.34691 -2.87334 1.09425  -0.021
34 C -3.69236 -3.14417 0.89209  -0.302
35 C -4.52546 -3.41671 1.97233  -0.874
36 C -4.01621 -3.41537 3.26026  -0.488
37 C -2.67044 -3.13148 3.46878  -0.969
38 C -1.84204 -2.86073 2.39408  -0.242
39 H -2.17848 -0.61959 -0.18911  -0.386
40 H -1.88639 -0.95129 -2.32877  0.291
41 H -2.58433 -1.73640 -4.53326  0.593
42 H -2.96724 -4.15087 -4.93441  0.422
43 H -2.63434 -5.76621 -3.08173  0.402
44 H -1.93263 -4.96652 -0.85347  0.528
45 H -4.09730 -3.14339 -0.11218  0.460
46 H -5.57281 -3.63172 1.80070  0.419
47 H -4.66205 -3.63619 4.10112  0.386
48 H -2.26482 -3.12745 4.47290  0.435
49 H -0.79463 -2.63328 2.56194  0.357
50 O -2.10038 3.21595 -7.57106  -0.657
51 S -1.86471 2.42554 -8.76310  1.204
52 O -0.95922 3.02401 -9.72536  -0.700
53 O -3.04716 1.80585 -9.33100  -0.691
54 C -0.92195 0.99524 -8.16339  -0.043
55 N -0.57232 0.05749 -9.05664  -0.506
56 C 0.10188 -0.98067 -8.60753  -0.345
57 C 0.45872 -1.14061 -7.26905  -0.673
58 C 0.05858 -0.11718 -6.43136  0.324
59 N -0.62037 0.93612 -6.86962  -0.275
60 C 0.34294 -0.10480 -4.95228  1.259
61 C -0.05295 1.00136 -4.21055  -0.429
62 C 0.16743 1.00895 -2.84904  -0.657
63 N 0.73695 -0.02120 -2.20643  0.264
64 C 1.13762 -1.08267 -2.91866  -0.590
65 C 0.96331 -1.15486 -4.28691  -0.722
66 H 0.38120 -1.73398 -9.33919  0.408
67 H 1.00895 -2.00752 -6.93576  0.390
68 H -0.54465 1.82769 -4.70531  0.709
69 H -0.13899 1.83610 -2.22500  0.481
70 H 1.57705 -1.89225 -2.35230  0.632
71 H 1.28600 -2.04835 -4.80193  0.294
72 C -4.10204 4.27583 -2.30050  -1.102
73 N -4.64257 3.72868 -1.07036  0.442
74 C -4.33516 2.52000 -0.53811  -0.359
75 Se -3.18639 1.28096 -1.21113  -0.521
76 N -5.02930 2.41893 0.62297  0.308
77 C -5.77029 3.56501 0.85568  0.320
78 C -6.61808 3.94346 1.88105  -0.928
79 C -7.21722 5.19149 1.77519  -0.485
80 C -6.97768 6.02433 0.68112  -0.615
81 C -6.12617 5.64146 -0.34666  -0.636
82 C -5.52479 4.40016 -0.23301  0.680
83 H -3.38164 3.56686 -2.69870  0.305
84 H -3.61096 5.22668 -2.09373  0.346
85 H -4.89764 4.42304 -3.03008  0.385
86 H -4.93259 1.61650 1.22081  0.242
87 H -6.80591 3.29750 2.72814  0.435
88 H -7.88656 5.52384 2.55731  0.388
89 H -7.46807 6.98706 0.63034  0.391
90 H -5.94255 6.28306 -1.19775  0.455

Values from the calculation:
- Multiplicity: 6
- E_tot: -188625.27140 eV
- Gap between HOMO and LUMO (alpha / beta): 7.300 / 6.408 eV
- ΔE to the lowest compared entry with this formula, charge and spin: 17.58 kJ/mol
- E_LUMO (alpha / beta): 1.7 / 0.8 eV
- <S²>: 8.760
- HOMO level (alpha / beta): -5.59 / -5.59 eV
- Charge: -1
- Max |F|: 0.65 eV/A